Entry from the Open Molecules 2025 dataset: a molecular structure, C6H8O7P2Ru at a distorted geometry (ωB97M-V/def2-TZVPD).

Output
highest occupied orbital energy (spin up / spin down): -13.725 / -13.926 eV
energy: -1537.67799 hartree
expectation value of S²: 0.76

```
! RIJCOSX wB97M-V def2-TZVPD def2/J DEFGRID3
* xyz 1 2
Ru -0.4370 -0.1595 0.9026
P -2.6627 -1.0827 0.3291
P -0.4930 -2.8388 -0.0007
O -0.2020 -2.6275 1.5734
O 0.1608 -1.4863 -0.4491
O -2.1035 -2.4913 -0.1116
O -1.9214 0.0323 -0.4253
O -0.1802 -4.1247 -0.5677
O -4.1793 -1.2258 0.0663
O -2.2027 -0.7576 1.7613
C 0.0771 1.9564 1.7723
C 1.6571 0.1088 1.9899
C 0.4004 2.0637 0.4152
C 1.2610 1.1404 -0.1588
C 1.9030 0.1823 0.6308
C 0.7068 0.9714 2.5625
H 2.1259 -0.6451 2.6058
H 1.4389 1.1573 -1.2254
H -0.1078 2.8055 -0.1858
H 2.5592 -0.5384 0.1621
H -4.7830 -0.6759 0.5948
H 0.4617 0.8992 3.6126
H -0.4806 -3.3489 2.1575
H -0.6476 2.6219 2.2193
*
```

Entry from the Open Molecules 2025 dataset: 2 unconnected molecules or ions with the total composition C6H8OS at a distorted geometry (ωB97M-V/def2-TZVPD).

Output
highest occupied orbital energy: -9.053 eV
energy: -706.65989 hartree

```
! RIJCOSX wB97M-V def2-TZVPD def2/J DEFGRID3
* xyz 0 1
S 1.5277 1.2460 2.3378
O 0.5192 1.6876 3.3047
C -0.9094 -1.1148 1.9162
C 0.8338 0.8888 0.9319
C 0.5855 1.9636 -1.2722
C 0.4721 1.8360 -2.5952
C -0.0257 -2.0977 1.9600
C 0.6083 0.8450 -0.3514
H -0.1918 -2.9883 1.4380
H 0.7369 2.8002 -0.6502
H -1.8317 -1.0653 1.1891
H 0.4713 2.6924 -3.1458
H -1.0158 -0.3632 2.7224
H 0.3527 -0.1492 -0.9457
H 0.2543 0.8484 -2.9064
H 0.8894 -2.1430 2.6912
*
```

Entry from the Open Molecules 2025 dataset: a single C6H8OS molecule at a distorted geometry (ωB97M-V/def2-TZVPD).

Output
SMILES: CC/C=C\C(=S)C=O
highest occupied orbital energy: -9.154 eV
energy: -706.78521 hartree

```
! RIJCOSX wB97M-V def2-TZVPD def2/J DEFGRID3
* xyz 0 1
S 1.0332 2.0334 -0.1037
O 3.6228 -0.7703 0.1481
C -1.5104 -0.0906 -0.6443
C 1.6414 0.4366 -0.0149
C 3.1185 0.3151 -0.0150
C 0.8438 -0.7799 0.0581
C -2.2522 0.4450 0.5850
C -0.4294 -1.0333 -0.2591
H -2.2388 -0.6315 -1.2406
H 3.5729 1.3066 -0.2489
H -3.0728 1.1168 0.3119
H -2.5956 -0.3811 1.2318
H -1.0172 0.7322 -1.2184
H -1.5551 1.0322 1.2323
H 1.4487 -1.6367 0.3007
H -0.6099 -2.0946 -0.1232
*
```

Entry from the Open Molecules 2025 dataset: a single C6H8OS molecule at a distorted geometry (ωB97M-V/def2-TZVPD).

Output
SMILES: O=C1CCCCC1=S
highest occupied orbital energy: -9.008 eV
energy: -706.70478 hartree

```
! RIJCOSX wB97M-V def2-TZVPD def2/J DEFGRID3
* xyz 0 1
S -1.3377 -1.8918 1.8978
O 1.7227 -2.2649 0.6119
C 1.1185 -0.2932 -0.9398
C -0.1300 -0.9224 1.2433
C -0.9124 1.0081 0.0150
C -0.2234 0.2434 -1.3439
C -0.2200 0.5356 1.4103
C 0.9314 -1.3146 0.3314
H -2.0359 0.7505 0.1018
H 0.8196 1.0030 1.6227
H -0.2336 0.8342 -2.4129
H 1.4187 -1.0321 -1.7649
H -0.9309 -0.5552 -1.8987
H 1.6535 0.8585 -1.0765
H -0.8749 0.8745 2.3518
H -0.7657 2.1665 -0.1494
*
```

Entry from the Open Molecules 2025 dataset: a single C6H8OS2 molecule at a distorted geometry (ωB97M-V/def2-TZVPD).

Output
SMILES: CSSc1ccoc1C
highest occupied orbital energy: -7.990 eV
energy: -1104.87818 hartree

```
! RIJCOSX wB97M-V def2-TZVPD def2/J DEFGRID3
* xyz 0 1
S -1.4934 0.0973 -1.7942
S -2.8564 -0.3276 -0.2474
O 2.0113 -0.2276 -0.0053
C 0.0815 -0.3233 -1.0190
C 0.5990 -1.7312 -0.9020
C 0.9555 0.4931 -0.4908
C 1.8023 -1.4925 -0.3126
C 0.8938 1.9766 -0.2332
C -1.8941 -0.3447 1.3040
H -2.8114 -0.2340 2.2144
H 0.9098 2.2530 0.9357
H 1.6526 2.5360 -0.6600
H 2.7245 -2.1192 0.2668
H 0.1254 -2.4122 -1.1566
H 0.1870 2.4145 -0.6689
H -1.3196 -1.2814 1.3153
H -1.5680 0.7230 1.4538
*
```

Entry from the Open Molecules 2025 dataset: a gas-phase ion, C6H8PS3 (charge +1) at a distorted geometry (ωB97M-V/def2-TZVPD).

Output
highest occupied orbital energy: -13.377 eV
energy: -1769.07987 hartree

```
! RIJCOSX wB97M-V def2-TZVPD def2/J DEFGRID3
* xyz 1 1
S -2.4861 -1.8543 0.9286
S -2.5360 -0.1401 -2.0697
S -2.3275 1.7491 0.6955
P -1.7761 -0.1396 -0.1027
C 0.8550 0.7050 -0.8613
C 0.7598 -0.9636 0.8935
C 0.0781 -0.2454 -0.0806
C 2.8651 -0.1299 0.0274
C 2.1146 -0.8639 0.9386
C 2.2071 0.6396 -0.9456
H -2.3631 1.1808 -2.2186
H -3.3406 1.5692 1.4038
H 0.2414 1.4066 -1.5683
H -3.9007 -1.6898 0.9406
H 3.8865 0.0124 0.0497
H 2.7918 1.4636 -1.3804
H 0.1828 -1.3639 1.7098
H 2.7480 -1.3360 1.6398
*
```

Entry from the Open Molecules 2025 dataset: a single C6H8S molecule at a distorted geometry (ωB97M-V/def2-TZVPD).

Output
SMILES: C1=C[C@@H]2C[C@H]2SC1
highest occupied orbital energy: -8.171 eV
energy: -631.41000 hartree

```
! RIJCOSX wB97M-V def2-TZVPD def2/J DEFGRID3
* xyz 0 1
S -0.2677 -1.5415 -0.1116
C 0.9337 -0.3561 -0.4105
C 2.1609 0.2804 0.2096
C 0.8132 0.7647 0.4113
C -1.4446 1.2492 -0.0255
C -0.2143 1.6981 -0.2250
C -1.5614 -0.1373 0.3824
H 0.9033 -0.2305 -1.5372
H -2.4568 1.3400 -0.6086
H 0.5698 0.4486 1.3561
H 2.9973 -0.2206 0.9616
H -0.1614 2.7109 -0.8402
H -2.3530 -0.6203 -0.3263
H 2.7679 0.6444 -0.6081
H -2.1084 -0.4030 1.3342
*
```

Entry from the Open Molecules 2025 dataset: a single C6H8S2 molecule at a distorted geometry (ωB97M-V/def2-TZVPD).

Output
SMILES: C=C1CSC=CCS1
highest occupied orbital energy: -8.184 eV
energy: -1029.69651 hartree

```
! RIJCOSX wB97M-V def2-TZVPD def2/J DEFGRID3
* xyz 0 1
S -1.4519 -1.0838 -0.4779
S 1.1028 0.9153 -0.8413
C 0.2142 -1.7088 -0.0935
C 0.0157 1.9672 0.0913
C 1.2918 -0.6804 0.1363
C 2.3038 -0.8838 1.0228
C -1.8564 0.2061 0.7137
C -1.2856 1.3992 0.7662
H 0.5762 2.6160 0.8332
H 0.2521 -2.1487 -1.2197
H 0.2393 -2.3826 0.7651
H -0.2713 2.6524 -0.7267
H 2.9385 -0.0141 1.2818
H -1.9036 1.9961 1.3997
H 2.4885 -1.8280 1.7357
H -2.8349 0.0079 1.2184
*
```

Entry from the Open Molecules 2025 dataset: a single C6H8S2 molecule at a distorted geometry (ωB97M-V/def2-TZVPD).

Output
SMILES: SCC1=C[C@@H]2S[C@@H]2C1
highest occupied orbital energy: -8.650 eV
energy: -1029.76275 hartree

```
! RIJCOSX wB97M-V def2-TZVPD def2/J DEFGRID3
* xyz 0 1
S 1.5564 1.5669 -1.7200
S -1.9996 -2.4933 -0.1515
C -0.5707 -1.7349 0.6556
C 1.0222 0.3224 0.8007
C -0.0532 1.7016 -0.8771
C -0.8083 0.4196 -0.6967
C -0.2048 -0.3507 0.2131
C 1.1111 1.6448 0.0284
H 1.4646 2.5081 0.5730
H -0.6065 2.6404 -1.0502
H -1.6859 0.1707 -1.2464
H 0.9011 0.5281 1.8697
H -1.4845 -2.5308 -1.4125
H -0.8280 -1.7266 1.7325
H 1.8969 -0.2870 0.6984
H 0.2893 -2.3792 0.5830
*
```

Entry from the Open Molecules 2025 dataset: a single C6H8S4 molecule at a distorted geometry (ωB97M-V/def2-TZVPD).

Output
highest occupied orbital energy (spin up / spin down): -7.734 / -6.954 eV
energy: -1825.95169 hartree

```
! RIJCOSX wB97M-V def2-TZVPD def2/J DEFGRID3
* xyz 0 1
S 3.2871 -0.7612 0.2651
S -3.2104 0.6546 0.9566
S 1.6290 2.5728 0.2569
S -1.9414 0.2621 -1.6097
C 1.6974 -0.1105 -0.2360
C -1.9423 -0.1008 0.1078
C 0.7917 -1.0477 -1.0388
C 1.1327 1.0591 -0.0938
C 0.1317 -1.5853 0.1654
C -1.0730 -1.0148 0.6350
H 0.3728 3.2061 -0.0663
H -3.0234 1.2377 -1.5269
H 0.8454 -2.2117 0.6733
H -1.3651 -1.2550 1.7758
H 3.7225 0.4256 0.9873
H -2.4671 0.9917 2.0981
H 1.1785 -1.8676 -1.5952
H 0.2339 -0.4553 -1.7545
*
```

Entry from the Open Molecules 2025 dataset: a single C6H8Si molecule at a distorted geometry (ωB97M-V/def2-TZVPD).

Output
SMILES: C=C=C[C@H]1[SiH2]C1=C
highest occupied orbital energy: -8.548 eV
energy: -522.72537 hartree

```
! RIJCOSX wB97M-V def2-TZVPD def2/J DEFGRID3
* xyz 0 1
Si -1.9134 0.8291 -1.3403
C 0.9330 -0.2751 -2.1100
C 0.7290 -0.2018 1.7023
C 0.0037 0.4971 0.9100
C 1.3022 -0.8006 2.6480
C -0.7377 -0.1959 -0.1629
C -0.2279 0.0868 -1.5194
H -1.6201 2.1565 -0.9898
H 1.0428 -0.0718 -3.2115
H 1.7518 -0.7683 -1.6543
H -0.1076 1.5642 0.9817
H -0.8238 -1.2003 0.1523
H 2.3378 -1.0022 2.7347
H 0.5614 -1.0866 3.4059
H -3.2311 0.4689 -1.5469
*
```

Entry from the Open Molecules 2025 dataset: a molecular structure, C6H9AlO4 at a distorted geometry (ωB97M-V/def2-TZVPD).

Output
highest occupied orbital energy (spin up / spin down): -18.367 / -16.761 eV
energy: -776.63958 hartree

```
! RIJCOSX wB97M-V def2-TZVPD def2/J DEFGRID3
* xyz 2 1
Al -3.3432 -1.8098 2.6395
O -0.3568 0.3484 2.1393
O -1.9296 -2.3872 2.3540
O -3.1973 -1.2333 0.9913
O -1.1562 -1.7441 0.3261
C -2.0853 -1.7926 1.2429
C 2.9752 -2.7540 0.3193
C 2.5483 -1.7271 1.0711
C 1.1792 -1.1015 0.9792
C 0.1648 -2.2369 0.6029
C 0.8511 -0.3717 2.2776
H 1.1588 -0.3744 0.1507
H 0.4600 -2.6688 -0.3602
H 3.1353 -1.4633 1.9574
H 1.6833 0.3140 2.5133
H 2.5682 -2.9595 -0.6743
H -0.5479 0.8041 2.9617
H 3.8188 -3.3618 0.6523
H 0.0993 -2.9424 1.4398
H 0.7774 -1.1054 3.1011
*
```

Question: Among the records above, which one has the highest energy?
Answer: C6H8Si

Question: The lowest energy belongs to which entry?
Answer: C6H8S4

Repeat the tenth record exactly.
Entry from the Open Molecules 2025 dataset: a single C6H8S4 molecule at a distorted geometry (ωB97M-V/def2-TZVPD).

Output
highest occupied orbital energy (spin up / spin down): -7.734 / -6.954 eV
energy: -1825.95169 hartree

```
! RIJCOSX wB97M-V def2-TZVPD def2/J DEFGRID3
* xyz 0 1
S 3.2871 -0.7612 0.2651
S -3.2104 0.6546 0.9566
S 1.6290 2.5728 0.2569
S -1.9414 0.2621 -1.6097
C 1.6974 -0.1105 -0.2360
C -1.9423 -0.1008 0.1078
C 0.7917 -1.0477 -1.0388
C 1.1327 1.0591 -0.0938
C 0.1317 -1.5853 0.1654
C -1.0730 -1.0148 0.6350
H 0.3728 3.2061 -0.0663
H -3.0234 1.2377 -1.5269
H 0.8454 -2.2117 0.6733
H -1.3651 -1.2550 1.7758
H 3.7225 0.4256 0.9873
H -2.4671 0.9917 2.0981
H 1.1785 -1.8676 -1.5952
H 0.2339 -0.4553 -1.7545
*
```

Question: The highest energy belongs to which entry?
Answer: C6H8Si